[1]
This record from the Open Molecules 2025 dataset describes 2 unconnected molecules or ions with the total composition C10H16 in a non-equilibrium geometry. The level of theory is the ωB97M-V functional and the def2-TZVPD basis.

Cartesian coordinates (Å):
1 C 2.26465 0.96295 -1.80543
2 C 1.92489 0.15103 -0.58104
3 C 1.18305 -1.02465 -0.77492
4 C 0.79043 -1.67497 0.42426
5 C 0.95218 -1.14714 1.66720
6 C 1.72664 0.03036 1.83488
7 C 2.22563 0.69455 0.71398
8 H 1.79329 1.96184 -1.70636
9 H 1.71369 0.74195 -2.71009
10 H 3.31772 0.96793 -1.93442
11 H 0.96172 -1.39876 -1.78010
12 H 0.13942 -2.52702 0.26807
13 H 0.67713 -1.79603 2.48156
14 H 1.84648 0.36390 2.84277
15 H 2.88264 1.49743 0.94808
16 C -3.79567 0.28346 -1.36382
17 C -2.54165 0.26399 -0.43513
18 C -2.85633 0.83168 0.93170
19 H -4.75181 0.34620 -0.81124
20 H -3.52336 1.08758 -2.01268
21 H -3.68928 -0.63518 -1.94768
22 H -1.79380 0.78474 -0.98527
23 H -2.30005 -0.79490 -0.30203
24 H -3.13264 1.86838 0.84902
25 H -2.02648 0.79204 1.71660
26 H -3.61392 0.17032 1.58411

Cartesian forces (eV/Å) of the 6 atoms listed first:
-1.5 1.1 0.5
-0.5 0.5 -0.6
0.9 0.9 2.2
-1.3 -0.2 -2.5
1.5 0.3 0.2
-0.9 -1.1 -0.9

Output
HOMO, eV: -8.98
SMILES: Cc1ccccc1.CCC

Results of the Löwdin charge analysis, in e, for atoms 1 through 2: C -0.069; C -0.268


[2]
This record from the Open Molecules 2025 dataset describes a molecular structure, H13O7V in a non-equilibrium geometry. The level of theory is the ωB97M-V functional and the def2-TZVPD basis.

Cartesian coordinates (Å):
1 V 21.85317 -21.98601 17.03772
2 O 20.23626 -20.90480 16.40035
3 H 19.38101 -20.50725 16.41775
4 O 20.55487 -23.55926 17.66189
5 H 19.63220 -23.70412 17.40566
6 H 20.64283 -23.95233 18.54025
7 O 21.97639 -21.15285 19.09505
8 H 22.60067 -21.42239 19.77985
9 H 21.79388 -20.21793 19.27006
10 O 23.60534 -23.09802 17.88017
11 H 24.25100 -23.46483 17.25935
12 H 23.73906 -23.59361 18.69857
13 O 23.35474 -20.59298 16.38688
14 H 23.20035 -19.68477 16.68582
15 H 24.25498 -20.59431 16.04062
16 O 21.13570 -19.41886 14.14552
17 H 21.04723 -18.50480 14.43293
18 H 20.86188 -19.96942 14.93005
19 O 22.40682 -22.94534 15.10857
20 H 22.99498 -22.48113 14.49655
21 H 22.26277 -23.81691 14.71694

Cartesian forces (eV/Å) of the 6 atoms listed first:
-0.9 0.4 -0.2
1.9 -0.6 0.0
-0.6 0.1 0.3
-0.2 -0.6 0.4
0.2 0.4 -0.1
0.0 0.0 -0.1

Output
HOMO (alpha / beta), eV: -10.84 / -12.38
Expectation value of S²: 3.75
Multiplicity: 4
Total charge: +1

Results of the Löwdin charge analysis, in e, for atoms 1 through 2: V 0.833; O -0.408


[3]
This record from the Open Molecules 2025 dataset describes 2 unconnected molecules or ions with the total composition C8H13ClF2S. The level of theory is the ωB97M-V functional and the def2-TZVPD basis.

Cartesian coordinates (Å):
1 C 1.66625 2.12808 -0.02887
2 C 2.52562 0.93960 -0.31684
3 C 2.41361 -0.28302 0.19317
4 Cl 1.19209 -0.73637 1.33777
5 C 3.34897 -1.39337 -0.18306
6 F 3.99388 -1.86756 0.91477
7 F 2.66338 -2.43152 -0.72888
8 H 0.87742 1.89598 0.68945
9 H 2.27416 2.94652 0.37170
10 H 1.20258 2.49309 -0.95273
11 H 3.33894 1.08841 -1.02658
12 H 4.09658 -1.04720 -0.90693
13 C -1.42758 0.30068 -0.11518
14 C -2.89580 0.53356 0.23894
15 C -3.38726 -0.75316 0.90294
16 S -2.57767 -2.13206 0.01532
17 C -1.36682 -1.05129 -0.82753
18 H -1.02099 1.09778 -0.74671
19 H -0.82964 0.26181 0.80400
20 H -3.46937 0.71906 -0.67682
21 H -3.03085 1.39656 0.90008
22 H -3.10066 -0.78254 1.95895
23 H -4.47160 -0.86697 0.83769
24 H -0.37413 -1.50556 -0.77248
25 H -1.64108 -0.95051 -1.88220

Cartesian forces (eV/Å) of the 6 atoms listed first:
0.0 0.0 0.1
0.0 -0.1 0.0
0.0 0.2 -0.1
0.7 -0.2 0.2
0.0 0.4 -0.1
0.0 -0.1 0.0

Output
HOMO, eV: -8.28
SMILES: C/C=C(\Cl)C(F)F.C1CCSC1

Results of the Löwdin charge analysis, in e, for atoms 1 through 2: C -0.093; C -0.150


[4]
This record from the Open Molecules 2025 dataset describes a single C20H19NO5 molecule in a non-equilibrium geometry. The level of theory is the ωB97M-V functional and the def2-TZVPD basis.

Cartesian coordinates (Å):
1 C 1.16671 4.31414 -1.29165
2 O 1.42406 2.97825 -0.88955
3 C 2.72050 2.65721 -0.72811
4 O 3.61644 3.44733 -0.90009
5 C 2.91019 1.24898 -0.31721
6 C 4.20294 0.78249 -0.08858
7 C 4.39941 -0.51827 0.32487
8 C 3.33674 -1.39825 0.51029
9 C 3.58163 -2.77503 1.03062
10 C 2.04527 -0.93592 0.22914
11 N 0.90356 -1.75049 0.37769
12 C 0.68575 -2.96383 -0.20115
13 O 1.50941 -3.59597 -0.81792
14 C -0.75248 -3.44871 0.00611
15 C -1.69329 -2.50781 -0.66859
16 C -2.11632 -2.54753 -1.95697
17 O -2.90984 -1.49542 -2.28142
18 C -3.00557 -0.73266 -1.17134
19 C -3.70045 0.45233 -1.02641
20 C -3.66077 1.07740 0.21634
21 O -4.35316 2.24584 0.30164
22 C -4.37061 2.94285 1.52398
23 C -2.94802 0.50428 1.27943
24 C -2.25980 -0.68046 1.12452
25 C -2.26982 -1.31200 -0.11619
26 C 1.83732 0.38152 -0.15762
27 H 1.53805 5.01513 -0.54081
28 H 0.08777 4.39854 -1.39464
29 H 1.66108 4.52673 -2.24184
30 H 5.03186 1.45934 -0.22537
31 H 5.40168 -0.86664 0.52649
32 H 2.88145 -3.00836 1.83192
33 H 4.59782 -2.86999 1.40342
34 H 3.42262 -3.50751 0.23958
35 H 0.07114 -1.24022 0.64423
36 H -0.96649 -3.49860 1.07520
37 H -0.83350 -4.44558 -0.42612
38 H -1.92643 -3.26338 -2.73251
39 H -4.25902 0.89106 -1.83527
40 H -4.83052 2.34946 2.32071
41 H -3.36446 3.24774 1.82944
42 H -4.97499 3.83065 1.34494
43 H -2.93318 0.98747 2.24306
44 H -1.73772 -1.10989 1.96825
45 H 0.83303 0.73381 -0.34252

Cartesian forces (eV/Å) of the 6 atoms listed first:
0.1 0.4 -0.1
0.0 -0.4 0.1
0.1 0.3 -0.1
-0.1 -0.1 0.0
0.1 -0.4 0.1
-0.2 0.2 -0.1

Output
HOMO, eV: -8.26
SMILES: COC(=O)c1ccc(C)c(NC(=O)Cc2coc3cc(OC)ccc23)c1

Results of the Löwdin charge analysis, in e, for atoms 1 through 2: C -0.049; O -0.048


[5]
This record from the Open Molecules 2025 dataset describes a molecular structure, C13H23N2O2PSn in a non-equilibrium geometry. The level of theory is the ωB97M-V functional and the def2-TZVPD basis.

Cartesian coordinates (Å):
1 C -2.47498 0.28157 -2.54748
2 C -2.24032 -0.94046 -1.91669
3 C -1.58273 -1.00373 -0.66546
4 C -1.23397 0.20428 -0.03634
5 C -1.24617 1.39152 -0.79744
6 C -1.93849 1.44560 -2.01050
7 C -1.42822 -2.36550 -0.02575
8 C -0.11016 -3.15939 -0.31887
9 N 1.13420 -2.45075 -0.37628
10 Sn -1.75408 0.78563 2.14198
11 C -0.58298 2.65718 -0.31454
12 P 1.03221 2.21406 0.49844
13 H -2.60776 -1.86979 -2.35668
14 H -2.07018 2.41290 -2.49728
15 H -3.04954 0.32523 -3.47458
16 H -1.18902 3.20326 0.42861
17 H -0.35331 3.34204 -1.14896
18 H -1.53062 -2.28616 1.06618
19 H -2.22980 -3.02007 -0.40332
20 H 0.00487 -3.90634 0.49237
21 C 1.51501 3.92191 0.98375
22 C 2.01623 2.13754 -1.07070
23 H -0.24380 -3.69393 -1.28013
24 C 1.55663 -1.74838 -1.55015
25 C 2.07972 -2.63056 0.69012
26 H -0.21073 1.59683 4.23916
27 H 2.12867 -2.40521 -2.23478
28 H 0.68346 -1.34650 -2.08057
29 H 2.22136 -0.92143 -1.24360
30 H 2.78743 -3.45971 0.49428
31 H 2.67181 -1.71073 0.81460
32 H 1.53307 -2.84695 1.62133
33 H 2.04401 3.12791 -1.55368
34 H 3.04126 1.82719 -0.80895
35 H 1.58534 1.39825 -1.76360
36 H 1.55172 4.58203 0.11310
37 H 0.79373 4.28832 1.72216
38 H 2.50706 3.85582 1.44758
39 H 0.32100 1.26793 3.83743
40 O -1.99338 -2.24193 4.69252
41 N -1.86842 -1.14569 4.22702
42 O -1.27014 -1.11381 2.96570

Cartesian forces (eV/Å) of the 6 atoms listed first:
-0.2 -0.8 -0.2
-0.5 0.4 -0.4
-0.3 -1.3 0.4
0.4 0.6 -1.0
0.4 0.6 0.5
-0.1 -0.1 0.0

Output
HOMO (alpha / beta), eV: -15.38 / -14.85
Total charge: +2

Results of the Löwdin charge analysis, in e, for atoms 1 through 2: C 0.013; C 0.023


[6]
This record from the Open Molecules 2025 dataset describes a molecular structure, C9H7O2S in a non-equilibrium geometry. The level of theory is the ωB97M-V functional and the def2-TZVPD basis.

Cartesian coordinates (Å):
1 C -2.06963 0.70094 0.86582
2 C -1.47620 1.74203 0.15497
3 C -1.52439 -0.50869 0.97372
4 C -0.17392 1.64143 -0.27322
5 C -0.25227 -0.72578 0.38749
6 C 0.41384 0.39779 -0.16097
7 C 0.66233 -1.80198 0.29641
8 C 1.81210 -1.43521 -0.41404
9 C 1.63506 -0.08362 -0.64822
10 O 4.34111 -0.67635 0.77216
11 O 4.08510 1.24223 -0.69118
12 S 3.49752 0.48642 0.40701
13 H -3.08272 0.83831 1.27380
14 H -1.84250 2.74219 -0.03458
15 H -2.14902 -1.31905 1.25991
16 H 0.28669 2.42863 -0.91818
17 H 0.39699 -2.66835 0.73148
18 H 2.65845 -2.11798 -0.77814
19 H 2.31465 0.55880 -1.74531

Cartesian forces (eV/Å) of the 6 atoms listed first:
-2.5 2.1 0.0
1.2 1.6 0.2
1.7 -1.9 -1.0
-0.1 0.0 -1.4
0.1 1.3 0.9
-0.2 -0.2 -0.2

Output
HOMO, eV: -3.31
Total charge: -1

Results of the Löwdin charge analysis, in e, for atoms 1 through 2: C -0.156; C -0.130